{
  "formula": "C3H5IN2O",
  "method": "the ωB97M-V functional and the def2-TZVPD basis",
  "symbols": ["C", "C", "C", "N", "N", "O", "I", "H", "H", "H", "H", "H"],
  "coordinates": [[-0.21807, 1.36436, 0.92098], [0.25096, -0.93039, -0.81878], [-0.03436, 0.94264, -0.54210], [0.30178, 0.73000, 1.87386], [0.30899, -1.54511, 0.32090], [0.18727, -1.27676, -1.94616], [-1.89434, 1.14603, -1.60713], [-0.98763, 2.13178, 1.06821], [0.86547, 1.36435, -0.98389], [0.25016, 1.10989, 2.83064], [0.37102, -1.18644, 1.30543], [0.29271, -2.62196, 0.40240]],
  "forces_ev_per_a": [[-1.08, -0.30, -0.79], [-1.04, 4.60, 0.48], [0.12, -3.34, 0.85], [1.37, -0.12, 0.63], [0.28, -4.50, 3.62], [0.37, -0.81, -0.78], [0.64, 0.44, 0.17], [0.44, 0.43, 0.05], [-0.41, 0.34, -0.34], [-0.73, 0.04, -0.80], [-0.03, 0.90, -2.01], [0.09, 2.31, -1.09]],
  "nbo_charge": [0.124, 0.758, -0.526, -0.679, -0.851, -0.580, 0.123, 0.165, 0.244, 0.367, 0.456, 0.399],
  "orbital_gap_ev": 9.34,
  "charge": 0,
  "homo_energy_ev": -8.95
}

***

{
  "formula": "C11H17N5OS",
  "method": "the ωB97M-V functional and the def2-TZVPD basis",
  "symbols": ["C", "C", "C", "C", "C", "C", "H", "H", "S", "C", "N", "N", "C", "N", "C", "O", "C", "C", "N", "H", "H", "N", "H", "H", "H", "H", "H", "H", "H", "H", "H", "H", "H", "H", "H"],
  "coordinates": [[2.85970, 2.33606, 0.56092], [3.15360, 2.29537, -0.93438], [1.90135, 2.09849, -1.79137], [1.13687, 0.80254, -1.52358], [1.95650, -0.45006, -1.82429], [1.12342, -1.71892, -1.75830], [0.24262, -1.66272, -2.39554], [1.71988, -2.59711, -2.00590], [0.48558, -2.03562, -0.07776], [-1.11083, -1.36451, -0.22547], [-1.64221, -0.95117, -1.33594], [-2.89542, -0.51849, -1.08952], [-3.11788, -0.67829, 0.18130], [-4.23005, -0.39615, 0.88998], [-4.34244, -0.62730, 2.26462], [-5.37527, -0.35981, 2.83898], [-3.15683, -1.18444, 2.86610], [-2.01785, -1.47022, 2.17713], [-0.88466, -1.93598, 2.75049], [-0.93043, -2.23098, 3.70908], [-0.12648, -2.27314, 2.18206], [-2.00976, -1.22049, 0.81815], [-3.20087, -1.36716, 3.92603], [-5.02260, -0.00513, 0.39976], [2.37002, -0.37948, -2.83378], [2.78986, -0.53250, -1.12331], [0.23856, 0.79066, -2.14510], [0.81064, 0.78374, -0.48211], [1.22325, 2.93693, -1.61617], [2.19157, 2.12523, -2.84461], [3.87504, 1.50320, -1.14277], [3.61757, 3.24014, -1.22781], [2.51175, 1.37082, 0.92035], [2.09669, 3.08059, 0.77804], [3.75912, 2.59593, 1.11473]],
  "forces_ev_per_a": [[0.15, -0.03, -0.22], [-0.20, 0.09, 0.00], [0.10, -0.13, 0.12], [0.20, 0.13, -0.23], [-0.26, 0.15, 0.13], [0.04, 0.00, 0.20], [0.10, -0.10, -0.08], [-0.11, -0.02, 0.00], [0.34, -0.27, 0.05], [0.17, 0.00, -0.45], [1.04, -0.46, 0.20], [-1.39, 0.46, 0.44], [0.59, -0.17, -0.33], [-0.38, 0.13, 0.09], [0.02, 0.03, -0.34], [-0.14, 0.03, 0.17], [0.32, -0.17, 0.08], [-0.45, 0.14, 0.62], [0.11, -0.02, -0.19], [0.02, -0.01, -0.04], [0.02, -0.04, 0.15], [-0.39, 0.29, -0.68], [0.01, -0.02, 0.11], [0.04, -0.04, 0.10], [0.09, 0.00, -0.03], [0.10, -0.01, -0.06], [-0.02, -0.01, 0.09], [-0.10, -0.04, 0.01], [0.00, 0.07, -0.07], [-0.06, 0.06, -0.07], [0.09, 0.02, -0.05], [0.09, -0.05, -0.03], [-0.08, -0.10, 0.11], [-0.10, 0.07, 0.09], [0.03, 0.01, 0.12]],
  "nbo_charge": [-0.610, -0.395, -0.387, -0.410, -0.413, -0.493, 0.264, 0.229, 0.209, 0.163, -0.304, -0.324, 0.511, -0.599, 0.643, -0.602, -0.468, 0.452, -0.786, 0.410, 0.409, -0.409, 0.236, 0.437, 0.211, 0.201, 0.223, 0.200, 0.201, 0.198, 0.191, 0.202, 0.199, 0.202, 0.210],
  "orbital_gap_ev": 8.69,
  "charge": 0,
  "smiles": "CCCCCCSc1nnc2[nH]c(=O)cc(N)n12",
  "homo_energy_ev": -8.34
}

***

{
  "formula": "C3H6N2O",
  "method": "the ωB97M-V functional and the def2-TZVPD basis",
  "symbols": ["C", "C", "O", "N", "C", "N", "H", "H", "H", "H", "H", "H"],
  "coordinates": [[-1.98900, 1.22577, -0.10458], [-0.79481, -0.67952, 0.39948], [-0.71690, 0.61857, 0.09745], [0.46034, -1.18483, 0.36296], [1.65548, -0.55654, -0.00859], [2.69457, -1.25767, -0.19591], [-1.80441, 2.29350, -0.22640], [-2.43919, 0.82147, -1.01412], [-2.65043, 1.03691, 0.74385], [0.54227, -2.18134, 0.51359], [1.56619, 0.52534, -0.10591], [3.47589, -0.66167, -0.46182]],
  "forces_ev_per_a": [[-0.29, 0.21, -0.07], [0.56, 0.19, -0.16], [-0.04, -0.38, 0.04], [-0.21, -0.19, 0.05], [0.15, -0.02, -0.05], [-0.26, 0.30, 0.07], [-0.07, -0.10, 0.05], [0.00, 0.10, 0.12], [0.13, 0.03, -0.08], [-0.02, 0.09, 0.03], [0.10, -0.15, -0.04], [-0.05, -0.07, 0.05]],
  "nbo_charge": [-0.245, 0.316, -0.545, -0.652, 0.262, -0.649, 0.189, 0.187, 0.195, 0.414, 0.181, 0.347],
  "orbital_gap_ev": 9.94,
  "charge": 0,
  "homo_energy_ev": -8.99
}